C14H16 | ωB97M-V/def2-TZVPD

The gap between HOMO and LUMO is 9.77 eV. As for the HOMO energy: -8.9 eV. The spin multiplicity is 1. As for the net charge: 0. As for the SMILES: Cc1ccccc1.Cc1ccccc1.

Last column: Löwdin charge in e.
Cartesian coordinates (Å):
C  -2.46  -0.89  0.43  -0.04
C  -4.02  1.80  2.58  -0.11
C  -3.30  2.98  2.30  -0.09
C  -3.65  0.59  2.08  -0.07
C  -2.70  0.49  1.02  -0.27
C  -2.29  2.88  1.37  -0.09
C  -2.07  1.69  0.70  -0.07
H  -4.94  1.77  3.16  0.10
H  -3.57  3.80  2.95  0.10
H  -4.26  -0.28  2.28  0.10
H  -1.68  3.76  1.16  0.10
H  -1.46  -1.13  0.80  0.08
H  -2.54  -0.87  -0.65  0.08
H  -1.42  1.62  -0.18  0.11
H  -3.25  -1.52  0.81  0.07
C  2.38  0.39  -2.88  -0.07
C  2.20  -2.57  -0.57  -0.10
C  3.48  -2.57  0.06  -0.08
C  1.80  -1.68  -1.51  -0.05
C  2.68  -0.62  -1.82  -0.28
C  4.33  -1.55  -0.32  -0.09
C  3.92  -0.57  -1.23  -0.06
H  1.55  -3.36  -0.19  0.10
H  3.70  -3.47  0.60  0.09
H  0.86  -1.69  -2.04  0.11
H  5.27  -1.35  0.19  0.10
H  1.56  0.16  -3.56  0.07
H  3.19  0.69  -3.54  0.08
H  4.68  0.16  -1.50  0.11
H  2.01  1.36  -2.51  0.08


C5H6OS2 | ωB97M-V/def2-TZVPD

The gap between HOMO and LUMO is 8.63 eV. As for the HOMO energy: -9.1 eV. The spin multiplicity is 1. As for the net charge: 0.

Last column: Löwdin charge in e.
Cartesian coordinates (Å):
C  -1.17  0.18  1.34  -0.08
C  -0.17  -0.20  0.27  -0.77
C  0.35  0.09  -1.96  -0.39
C  0.31  0.87  -0.68  -0.88
C  1.05  -0.90  0.87  -0.26
H  -0.81  1.03  1.98  0.10
H  -2.03  0.58  0.82  0.07
H  -1.56  -0.67  1.93  0.09
H  1.35  -0.38  -2.15  0.10
H  -0.08  0.58  -2.88  0.10
H  0.78  -1.75  1.48  0.13
O  2.20  -0.67  0.59  0.07
S  -0.70  -1.22  -1.15  0.93
S  0.47  2.46  -0.46  0.79


C8H11O5 | ωB97M-V/def2-TZVPD

The gap between HOMO and LUMO is 6.75 eV. As for the HOMO energy: -3.3 eV. The spin multiplicity is 1. As for the net charge: -1.

Last column: Löwdin charge in e.
Cartesian coordinates (Å):
C  1.75  0.09  0.34  -0.26
C  1.43  1.33  0.54  -0.14
C  2.51  -0.70  1.47  -0.57
C  2.15  -0.42  2.74  -0.03
C  -1.52  0.31  -2.84  0.05
C  -1.05  0.45  -1.58  -0.40
C  -1.13  -0.73  -0.64  -0.14
C  -1.89  -0.33  0.59  -0.24
O  1.03  2.42  0.93  0.07
O  3.22  -1.61  1.02  -0.08
O  2.00  -0.50  -0.89  -0.03
O  -0.68  1.64  -0.99  0.04
O  -2.98  0.49  0.20  -0.05
H  2.46  -0.93  3.66  0.03
H  1.58  0.50  2.88  0.02
H  -1.55  1.13  -3.58  0.06
H  -1.76  -0.73  -3.11  0.07
H  -0.16  -1.12  -0.58  0.09
H  -1.58  -1.46  -1.21  0.09
H  -2.18  -1.26  1.09  0.12
H  -1.15  0.14  1.35  0.14
H  2.71  -1.18  -0.69  0.10
H  -0.48  1.60  -0.08  0.02
H  -2.73  0.88  -0.62  0.03


C23H19N6O3PdS | ωB97M-V/def2-TZVPD

The gap between HOMO and LUMO (spin up / spin down) is 9.07 / 7.42 eV. As for the HOMO energy (spin up / spin down): -11.5 / -11.7 eV. The spin multiplicity is 3. As for the net charge: +1.

Last column: Mulliken spin population.
Cartesian coordinates (Å):
Pd  0.07  1.55  -0.35  1.44
C  -3.09  1.84  -0.22  -0.01
N  -2.01  2.58  -0.91  0.09
C  -2.12  2.67  -2.37  0.02
C  -1.26  1.62  -3.02  0.00
N  -0.18  1.18  -2.44  0.07
C  0.38  0.24  -3.31  0.01
C  1.53  -0.53  -3.19  0.00
C  1.83  -1.37  -4.24  0.00
C  1.01  -1.45  -5.38  0.00
C  -0.13  -0.69  -5.51  0.00
C  -0.43  0.16  -4.45  0.00
N  -1.47  1.05  -4.22  0.00
C  -2.61  0.53  0.32  0.01
N  -1.38  0.11  0.20  0.14
C  -1.31  -1.12  0.86  0.00
C  -0.23  -1.97  1.05  0.01
C  -0.46  -3.12  1.77  0.00
C  -1.74  -3.42  2.28  0.00
C  -2.82  -2.58  2.09  0.00
C  -2.57  -1.42  1.36  0.01
N  -3.38  -0.35  0.99  0.00
H  -3.92  1.66  -0.91  0.00
H  -3.48  2.44  0.60  0.00
H  -1.95  3.51  -0.51  0.00
H  -1.76  3.65  -2.69  0.00
H  -3.15  2.58  -2.71  0.00
H  2.16  -0.45  -2.32  0.00
H  2.72  -1.99  -4.20  0.00
H  1.28  -2.13  -6.18  0.00
H  -0.76  -0.75  -6.39  0.00
H  -2.24  1.25  -4.85  0.00
H  0.75  -1.73  0.67  0.00
H  0.35  -3.81  1.95  0.00
H  -1.88  -4.34  2.84  0.00
H  -3.79  -2.81  2.49  0.00
H  -4.35  -0.23  1.23  0.00
O  0.74  2.88  3.94  0.00
S  0.66  1.65  3.22  0.00
O  -0.51  0.83  3.33  0.00
N  0.98  1.90  1.61  0.08
C  2.05  1.21  1.20  -0.03
O  2.24  1.07  -0.04  0.13
C  2.81  0.56  2.28  0.01
C  4.01  -0.13  2.22  0.01
C  4.51  -0.66  3.40  0.00
C  3.83  -0.50  4.60  0.00
C  2.62  0.19  4.67  0.00
C  2.14  0.70  3.48  0.00
H  4.53  -0.24  1.28  0.00
H  5.45  -1.20  3.39  0.00
H  4.24  -0.92  5.51  0.00
H  2.09  0.31  5.60  0.00


C23H25ClN2O3 | ωB97M-V/def2-TZVPD

The gap between HOMO and LUMO is 9.37 eV. As for the HOMO energy: -8.8 eV. The spin multiplicity is 1. As for the net charge: 0. As for the SMILES: O=C(NCc1ccccc1Cl)c1cccc(OC2CCN(C(=O)C3CC3)CC2)c1.

Last column: Löwdin charge in e.
Cartesian coordinates (Å):
O  4.82  2.68  0.21  0.06
C  3.87  1.96  0.45  -0.50
N  4.00  0.74  1.03  0.05
H  3.19  0.19  1.22  0.14
C  5.30  0.13  1.24  -0.14
C  5.36  -1.25  0.65  -0.23
C  5.59  -2.36  1.45  -0.04
C  5.64  -3.63  0.92  -0.08
C  5.44  -3.82  -0.44  -0.08
C  5.20  -2.73  -1.26  -0.11
C  5.16  -1.46  -0.72  -0.59
Cl  4.88  -0.11  -1.78  0.76
H  5.05  -2.86  -2.32  0.10
H  5.47  -4.81  -0.87  0.10
H  5.83  -4.48  1.56  0.10
H  5.74  -2.21  2.51  0.11
H  6.03  0.80  0.77  0.13
H  5.52  0.08  2.32  0.13
C  2.47  2.37  0.16  -0.13
C  2.14  3.72  0.25  -0.02
C  0.86  4.14  -0.04  -0.06
C  -0.11  3.23  -0.43  -0.02
C  0.21  1.88  -0.54  -0.24
C  1.50  1.46  -0.24  0.05
H  1.73  0.41  -0.37  0.12
O  -0.64  0.89  -0.93  -0.02
C  -1.97  1.19  -1.31  -0.32
C  -2.47  0.02  -2.16  -0.09
H  -3.45  0.27  -2.58  0.13
C  -2.60  -1.25  -1.31  -0.13
N  -3.47  -1.01  -0.17  -0.05
C  -4.73  -1.51  -0.18  -0.43
O  -5.14  -2.20  -1.09  0.07
C  -5.57  -1.20  1.03  -0.21
C  -7.03  -1.53  0.95  -0.10
C  -6.60  -0.10  0.90  -0.10
H  -6.66  0.42  -0.04  0.11
H  -6.78  0.53  1.76  0.10
H  -7.37  -1.98  0.03  0.10
H  -7.52  -1.90  1.83  0.10
H  -5.08  -1.33  1.98  0.14
C  -2.97  0.04  0.69  -0.13
H  -1.97  -0.24  1.04  0.13
C  -2.88  1.36  -0.08  -0.09
H  -3.87  1.67  -0.41  0.13
H  -2.48  2.13  0.58  0.11
H  -3.62  0.17  1.55  0.12
H  -1.62  -1.54  -0.94  0.13
H  -3.04  -2.06  -1.89  0.12
H  -1.77  -0.16  -2.98  0.12
H  -1.99  2.10  -1.92  0.15
H  -1.10  3.59  -0.66  0.11
H  0.60  5.18  0.03  0.11
H  2.91  4.42  0.54  0.12


C3H3NO3 | ωB97M-V/def2-TZVPD

The gap between HOMO and LUMO is 10.52 eV. As for the HOMO energy: -10.4 eV. The spin multiplicity is 1. As for the net charge: 0. As for the SMILES: [H]/N=C(/C=O)OC=O.

Last column: Löwdin charge in e.
Cartesian coordinates (Å):
N  -0.56  1.39  -0.38  0.22
C  -0.50  0.19  -0.02  -0.36
O  0.55  -0.72  0.02  0.06
C  1.83  -0.28  0.00  -0.29
O  2.18  0.86  -0.11  0.09
C  -1.79  -0.52  0.32  -0.17
O  -2.13  -1.39  -0.43  0.10
H  0.32  1.79  -0.67  0.07
H  2.52  -1.14  0.10  0.15
H  -2.42  -0.17  1.17  0.13


> Look up the spin multiplicity of the second one.

1


Please write out number 5 again, unchanged.
C23H25ClN2O3 | ωB97M-V/def2-TZVPD

The gap between HOMO and LUMO is 9.37 eV. As for the HOMO energy: -8.8 eV. The spin multiplicity is 1. As for the net charge: 0. As for the SMILES: O=C(NCc1ccccc1Cl)c1cccc(OC2CCN(C(=O)C3CC3)CC2)c1.

Last column: Löwdin charge in e.
Cartesian coordinates (Å):
O  4.82  2.68  0.21  0.06
C  3.87  1.96  0.45  -0.50
N  4.00  0.74  1.03  0.05
H  3.19  0.19  1.22  0.14
C  5.30  0.13  1.24  -0.14
C  5.36  -1.25  0.65  -0.23
C  5.59  -2.36  1.45  -0.04
C  5.64  -3.63  0.92  -0.08
C  5.44  -3.82  -0.44  -0.08
C  5.20  -2.73  -1.26  -0.11
C  5.16  -1.46  -0.72  -0.59
Cl  4.88  -0.11  -1.78  0.76
H  5.05  -2.86  -2.32  0.10
H  5.47  -4.81  -0.87  0.10
H  5.83  -4.48  1.56  0.10
H  5.74  -2.21  2.51  0.11
H  6.03  0.80  0.77  0.13
H  5.52  0.08  2.32  0.13
C  2.47  2.37  0.16  -0.13
C  2.14  3.72  0.25  -0.02
C  0.86  4.14  -0.04  -0.06
C  -0.11  3.23  -0.43  -0.02
C  0.21  1.88  -0.54  -0.24
C  1.50  1.46  -0.24  0.05
H  1.73  0.41  -0.37  0.12
O  -0.64  0.89  -0.93  -0.02
C  -1.97  1.19  -1.31  -0.32
C  -2.47  0.02  -2.16  -0.09
H  -3.45  0.27  -2.58  0.13
C  -2.60  -1.25  -1.31  -0.13
N  -3.47  -1.01  -0.17  -0.05
C  -4.73  -1.51  -0.18  -0.43
O  -5.14  -2.20  -1.09  0.07
C  -5.57  -1.20  1.03  -0.21
C  -7.03  -1.53  0.95  -0.10
C  -6.60  -0.10  0.90  -0.10
H  -6.66  0.42  -0.04  0.11
H  -6.78  0.53  1.76  0.10
H  -7.37  -1.98  0.03  0.10
H  -7.52  -1.90  1.83  0.10
H  -5.08  -1.33  1.98  0.14
C  -2.97  0.04  0.69  -0.13
H  -1.97  -0.24  1.04  0.13
C  -2.88  1.36  -0.08  -0.09
H  -3.87  1.67  -0.41  0.13
H  -2.48  2.13  0.58  0.11
H  -3.62  0.17  1.55  0.12
H  -1.62  -1.54  -0.94  0.13
H  -3.04  -2.06  -1.89  0.12
H  -1.77  -0.16  -2.98  0.12
H  -1.99  2.10  -1.92  0.15
H  -1.10  3.59  -0.66  0.11
H  0.60  5.18  0.03  0.11
H  2.91  4.42  0.54  0.12


> Which of these has the highest spin multiplicity?

C23H19N6O3PdS


> Which formula does entry 1 have?

C14H16